Entry 1:
# C39H56N17O2

14 unconnected molecules or ions with the total composition C39H56N17O2 (ωB97M-V/def2-TZVPD, the OMol25 dataset).

```
! wB97M-V def2-TZVPD RIJCOSX def2/J DEFGRID3
* xyz 1 1
O 8.066 -4.976 0.121
O 6.578 -6.174 -1.122
N -7.608 8.332 -0.365
N -1.819 1.530 4.275
N 6.960 -10.131 1.860
N 2.811 -0.639 2.868
N -5.657 6.017 -3.868
N 7.546 -1.646 2.409
N 8.136 -2.489 1.635
N -5.553 2.084 -1.017
N -12.055 7.328 2.261
N 6.563 -0.120 -1.762
N -1.158 -1.184 -0.734
N 7.336 -2.811 0.618
N 8.854 1.658 -4.078
N -12.707 9.179 7.432
N -2.615 -0.699 -4.600
N 6.368 -1.395 1.935
N -3.855 -2.443 0.964
C 7.237 3.710 -4.144
C 6.772 -6.829 1.136
C 0.152 -5.080 -0.835
C -2.674 -0.312 -5.682
C 2.979 1.195 4.724
C -6.408 5.367 -3.283
C -3.012 -2.729 -1.736
C 6.218 -2.124 0.802
C 9.131 0.227 -1.403
C -9.464 7.628 2.428
C -13.092 9.207 6.348
C 0.647 -3.405 1.320
C -2.750 0.180 -7.058
C 2.574 -2.410 0.140
C 5.058 -2.148 -0.095
C 3.927 -3.100 0.413
C -6.322 9.657 -2.214
C -0.383 -4.311 1.374
C -0.693 -0.828 4.385
C -4.604 1.811 -1.609
C -1.958 -1.885 -1.175
C -3.393 1.465 -2.351
C -10.914 7.461 2.334
C -3.980 -1.378 1.381
C -1.316 0.496 4.330
C -7.359 4.542 -2.540
C 1.416 -3.378 0.180
C 6.211 -10.393 -0.630
C 1.205 -4.198 -0.890
C -13.577 9.243 4.968
C 7.708 -3.754 -0.440
C 6.631 -10.242 0.764
C 7.101 -5.971 -0.061
C -4.139 -0.030 1.917
C -0.607 -5.119 0.295
C 8.143 2.562 -4.107
C 7.696 0.023 -1.603
C -7.043 8.923 -1.175
C 2.889 0.169 3.685
H 4.650 -1.144 -0.186
H -8.123 4.162 -3.216
H 4.047 -3.376 1.463
H -2.745 2.336 -2.425
H -9.029 7.667 1.430
H 0.313 -0.749 4.790
H -6.838 3.704 -2.081
H -5.273 9.746 -1.939
H -1.963 -0.275 -7.655
H 3.642 1.993 4.397
H -9.232 8.552 2.953
H 9.303 1.196 -0.940
H 2.474 -1.580 0.839
H 9.532 -0.553 -0.755
H -9.032 6.790 2.972
H -14.662 9.327 4.960
H -0.640 -1.255 3.384
H -3.653 1.128 -3.350
H 5.751 -7.186 1.053
H 6.662 -9.612 -1.239
H 9.079 -2.827 1.783
H -5.022 0.025 2.549
H -3.716 -0.074 -7.487
H 3.373 0.758 5.640
H 7.398 -7.721 1.063
H -1.283 -1.484 5.023
H -2.859 0.667 -1.836
H -1.418 -5.835 0.347
H 2.655 -1.999 -0.872
H 6.527 -11.365 -1.004
H -3.266 0.234 2.510
H 6.881 -3.799 -1.146
H 1.992 1.609 4.921
H 0.906 -2.722 2.117
H 5.343 -2.443 -1.101
H 8.576 -3.372 -0.980
H -3.174 -3.594 -1.103
H -4.241 0.691 1.107
H -2.732 -3.058 -2.736
H 6.989 -6.341 2.083
H -7.835 5.136 -1.762
H 5.128 -10.319 -0.699
H 6.263 3.421 -3.754
H 9.642 0.196 -2.362
H -13.287 8.331 4.449
H -13.149 10.098 4.449
H -6.398 9.123 -3.159
H -3.935 -2.156 -1.797
H 3.973 -4.029 -0.162
H -0.991 -4.337 2.267
H -0.057 -5.724 -1.677
H 7.641 4.517 -3.537
H -2.627 1.262 -7.070
H -6.747 10.652 -2.329
H 1.860 -4.111 -1.748
H 7.124 4.056 -5.169
*
```

Properties
largest force on an atom = 2.24 eV/A
LUMO level = -3.78 eV

Entry 2:
# C8H15NO

A molecular structure, C8H15NO (ωB97M-V/def2-TZVPD, the OMol25 dataset).

```
! wB97M-V def2-TZVPD RIJCOSX def2/J DEFGRID3
* xyz 0 1
O 2.926 0.500 1.084
N 3.304 -0.688 -0.567
C -1.096 1.706 -0.221
C -2.120 0.656 0.220
C 0.356 1.458 0.185
C 0.928 0.085 -0.217
C -1.985 -0.682 -0.517
C -0.963 -1.668 0.065
C 0.326 -1.058 0.625
C 2.423 0.164 -0.055
H -2.962 -1.186 -0.551
H 3.074 -1.007 -1.502
H -1.390 2.688 0.180
H -3.122 1.065 0.023
H -1.435 -2.245 0.876
H 1.064 -1.866 0.740
H 0.974 2.258 -0.253
H -0.706 -2.399 -0.717
H 0.735 -0.104 -1.284
H 0.462 1.564 1.276
H 4.000 -0.392 0.542
H 0.151 -0.681 1.644
H -1.151 1.797 -1.319
H -2.063 0.501 1.311
H -1.729 -0.466 -1.567
*
```

Properties
ΔE to the lowest compared entry with this formula, charge and spin = 2.309 eV
largest force on an atom = 5.19 eV/A
LUMO level = 0.82 eV

Entry 3:
# C34H57BrNO5PSi2Ta

A molecular structure, C34H57BrNO5PSi2Ta (ωB97M-V/def2-TZVPD, the OMol25 dataset).

```
! wB97M-V def2-TZVPD RIJCOSX def2/J DEFGRID3
* xyz 1 1
Ta -0.358 1.411 -0.909
Br 1.754 0.440 -2.940
P -2.320 -1.246 -0.808
Si -2.723 2.315 1.627
Si 0.416 2.719 2.212
O 1.805 4.913 -0.902
O 0.654 -0.003 -0.281
O 1.124 2.770 -0.918
O -1.540 0.888 -2.479
O -3.061 1.305 -4.085
N -0.930 3.215 -2.159
C 2.335 -1.922 3.050
C -3.925 2.169 0.198
C -2.992 0.927 2.852
C -1.338 -3.563 -2.248
C -4.226 -2.082 1.165
C -0.969 -2.237 -1.586
C 6.468 -2.239 -1.317
C -1.714 5.444 -3.484
C 2.127 -1.755 0.549
C 3.568 -1.473 -1.874
C -0.050 2.105 3.923
C 2.119 2.036 1.820
C -3.584 -1.344 -2.155
C -0.968 2.380 0.891
C -0.242 4.335 -1.991
C -4.808 -0.437 -2.082
C 5.277 -3.198 -1.185
C 1.738 -0.829 -0.413
C 5.102 -3.983 -2.493
C 0.134 -1.266 2.118
C -2.970 -2.487 0.400
C -2.275 1.676 -3.267
C 3.281 -2.495 0.256
C 4.018 -2.379 -0.911
C -2.358 4.233 -3.730
C 0.578 4.580 2.321
C -1.913 3.122 -3.042
C 0.952 -3.575 1.774
C -0.616 5.500 -2.628
C 2.447 -0.730 -1.612
C -3.056 3.951 2.479
C 1.009 4.072 -1.190
C 1.388 -2.100 1.852
C 5.571 -4.194 -0.063
H 2.685 -0.892 3.130
H -2.396 0.039 2.634
H -0.373 5.062 2.547
H 4.240 -4.650 -2.437
H 4.967 -3.324 -3.352
H -3.902 -2.389 -2.188
H -0.491 -1.585 -2.323
H 0.361 -0.210 2.237
H 6.326 -1.532 -2.135
H -3.825 1.203 -0.299
H 4.752 -4.904 0.072
H -2.162 -2.725 1.096
H -0.604 -1.363 1.324
H -2.037 6.337 -4.002
H 2.176 0.949 1.807
H -4.076 -1.169 1.738
H -4.541 0.617 -2.124
H -3.766 2.958 -0.544
H -5.454 -0.634 -2.938
H -4.098 3.981 2.808
H 4.082 -1.356 -2.817
H 7.381 -2.804 -1.518
H 3.207 -2.571 2.985
H -2.747 1.253 3.862
H -3.170 -3.401 -0.163
H 2.527 2.414 0.884
H -2.011 -3.423 -3.093
H -0.322 -1.616 3.046
H -5.397 -0.598 -1.180
H -0.228 -2.412 -0.803
H 6.465 -4.764 -0.314
H 2.772 2.383 2.627
H 6.614 -1.670 -0.398
H -4.046 0.642 2.849
H 0.286 -3.748 0.925
H -0.867 2.686 4.353
H 1.804 -4.248 1.673
H 1.805 -2.172 3.970
H -1.043 3.398 0.458
H -1.807 -4.256 -1.549
H -4.511 -2.871 1.862
H -0.436 -4.047 -2.626
H 1.268 4.816 3.136
H -0.311 1.051 3.987
H -3.052 -1.148 -3.087
H 5.760 -3.691 0.888
H -4.956 2.256 0.548
H 5.989 -4.589 -2.681
H 3.604 -3.213 0.993
H -3.157 4.137 -4.451
H -5.070 -1.925 0.496
H 0.988 5.029 1.413
H -2.434 4.096 3.362
H 0.826 2.268 4.558
H 0.418 -3.847 2.686
H -0.042 6.404 -2.480
H -2.899 4.802 1.812
*
```

Properties
ΔE to the lowest compared entry with this formula, charge and spin = 0.927 eV
largest force on an atom = 1.08 eV/A
LUMO level = -4.11 eV

Entry 4:
# CH8N2O2

3 unconnected molecules or ions with the total composition CH8N2O2 (ωB97M-V/def2-TZVPD, the OMol25 dataset).

```
! wB97M-V def2-TZVPD RIJCOSX def2/J DEFGRID3
* xyz 0 1
O -0.434 2.289 -0.939
O -1.441 1.581 1.655
N -0.183 -1.384 -0.951
N 1.513 -1.540 0.609
C 0.888 -2.052 -0.366
H 0.458 2.265 -0.549
H -0.505 2.486 -1.875
H -1.067 -1.845 -0.931
H -0.082 -0.396 -0.746
H -1.765 2.319 1.090
H -0.496 1.793 1.680
H 2.365 -2.008 0.900
H 0.981 -3.098 -0.664
*
```

Properties
ΔE to the lowest compared entry with this formula, charge and spin = 0.949 eV
largest force on an atom = 1.99 eV/A
LUMO level = 0.61 eV

Entry 5:
# CH6BN

2 unconnected molecules or ions with the total composition CH6BN (ωB97M-V/def2-TZVPD, the OMol25 dataset).

```
! wB97M-V def2-TZVPD RIJCOSX def2/J DEFGRID3
* xyz 0 1
N -0.052 0.192 0.341
C 1.377 0.073 -0.029
B -1.203 -0.441 -0.140
H 1.864 0.545 0.806
H -1.550 -1.049 -1.152
H -0.148 0.987 0.967
H 1.759 -0.929 -0.168
H -3.628 0.049 0.327
H 1.582 0.573 -0.952
*
```

Properties
ΔE to the lowest compared entry with this formula, charge and spin = 5.341 eV
largest force on an atom = 1.74 eV/A
LUMO level (alpha / beta) = 0.47 / 0.22 eV

Entry 6:
# H5NP4

A single H5NP4 molecule (ωB97M-V/def2-TZVPD, the OMol25 dataset).

```
! wB97M-V def2-TZVPD RIJCOSX def2/J DEFGRID3
* xyz 0 1
P -1.009 1.980 0.185
P -2.063 -3.134 -0.623
P 0.026 -1.678 -0.142
P 0.200 1.026 -1.475
N 0.754 -0.409 -0.837
H -0.117 -1.369 1.231
H 1.407 1.721 -1.259
H 1.059 -2.559 0.209
H -2.187 1.327 -0.311
H -1.361 3.282 -0.255
*
```

Properties
ΔE to the lowest compared entry with this formula, charge and spin = 3.197 eV
largest force on an atom = 2.67 eV/A
LUMO level (alpha / beta) = -2.34 / -2.39 eV

Entry 7:
# C18H22N4O5S

A single C18H22N4O5S molecule (ωB97M-V/def2-TZVPD, the OMol25 dataset).

```
! wB97M-V def2-TZVPD RIJCOSX def2/J DEFGRID3
* xyz 0 1
S 4.120 -3.093 -0.411
O -4.385 3.016 -1.418
O 4.129 -4.498 -0.151
O -3.706 0.876 -1.422
O 5.370 -2.388 -0.505
O -0.294 -0.981 0.867
N 2.015 -2.461 -3.746
N 0.073 0.919 2.065
N 3.950 -1.952 -2.839
N 3.224 -2.365 0.771
C -0.862 3.117 2.039
C -2.664 2.420 0.064
C -1.757 4.055 1.561
C 3.175 -0.925 0.734
C 1.473 -2.518 2.445
C -2.663 3.716 0.572
C 0.311 -0.382 1.723
C 3.297 -2.759 -1.949
C -0.857 1.817 1.532
C 1.443 -0.989 2.557
C -1.765 1.471 0.539
C 2.094 -3.060 -2.533
C -5.356 2.715 -2.420
C 3.135 -1.810 -3.906
C 2.800 -0.413 2.123
C -3.623 1.999 -0.991
C -6.624 2.135 -1.810
C 1.944 -2.972 1.065
H 1.196 -2.690 0.313
H -6.403 1.182 -1.334
H -1.747 5.056 1.965
H 1.296 -3.668 -2.160
H -0.159 3.391 2.814
H -7.363 1.976 -2.589
H 2.093 -4.052 1.041
H 3.385 -1.231 -4.772
H 3.564 -0.741 2.830
H 2.781 0.679 2.113
H 2.154 -2.911 3.201
H -4.922 2.005 -3.132
H 1.262 -0.721 3.605
H 4.170 -0.578 0.450
H -1.788 0.474 0.130
H 0.641 1.307 2.807
H -5.556 3.667 -2.916
H 4.879 -1.598 -2.670
H -7.031 2.816 -1.066
H 2.441 -0.574 -0.008
H 0.476 -2.920 2.625
H -3.366 4.440 0.195
*
```

Properties
ΔE to the lowest compared entry with this formula, charge and spin = 1.195 eV
largest force on an atom = 1.06 eV/A
LUMO level = 0.39 eV

Entry 8:
# C2N2OS

A single C2N2OS molecule (ωB97M-V/def2-TZVPD, the OMol25 dataset).

```
! wB97M-V def2-TZVPD RIJCOSX def2/J DEFGRID3
* xyz 0 1
S 0.255 -0.148 -2.560
O 0.829 -1.284 2.229
N -0.451 0.963 -1.563
N -0.322 0.245 0.777
C -0.472 1.045 -0.277
C 0.161 -0.821 1.394
*
```

Properties
ΔE to the lowest compared entry with this formula, charge and spin = 2.692 eV
largest force on an atom = 5.98 eV/A
LUMO level (alpha / beta) = -2.56 / -2.58 eV

Entry 9:
# C29H34Cl4FMnN5O5

A molecular structure, C29H34Cl4FMnN5O5 (ωB97M-V/def2-TZVPD, the OMol25 dataset).

```
! wB97M-V def2-TZVPD RIJCOSX def2/J DEFGRID3
* xyz 2 4
Mn -1.025 3.051 -0.113
Cl -1.148 -0.604 5.337
Cl -3.218 1.199 3.818
Cl 2.521 0.353 1.425
Cl 1.716 -1.136 3.996
F -1.135 -3.405 1.416
O -1.926 2.633 1.509
O -1.136 1.254 -0.664
O 0.427 2.623 0.861
O -0.075 3.445 -1.659
O 1.457 3.114 -3.241
N 1.377 -7.237 1.402
N -1.201 5.006 0.487
N -2.796 3.458 -1.299
N 2.360 -0.678 -2.015
N 1.004 -4.755 0.453
C -0.113 5.827 -0.221
C -0.385 -2.736 0.523
C 3.475 -1.180 -2.770
C 1.396 -1.405 -1.232
C 0.022 0.713 -0.947
C 1.092 -6.215 2.462
C -4.042 2.813 -0.684
C 0.575 -0.071 3.308
C -0.665 -1.447 0.158
C -2.577 5.442 0.184
C 1.013 0.713 2.234
C -0.101 -5.717 0.089
C 2.111 0.639 -2.201
C 0.681 -3.433 -0.045
C -0.705 0.108 3.817
C 0.214 -0.715 -0.718
C -2.913 4.910 -1.217
C 3.564 -2.577 -3.324
C -1.165 1.768 2.178
C 0.323 -7.189 0.366
C 1.586 -2.726 -0.834
C 4.530 -2.116 -2.280
C 1.017 1.362 -1.690
C -0.864 5.122 1.956
C 1.369 -4.805 1.919
C -2.630 3.062 -2.774
C -1.610 1.025 3.307
C 0.782 2.726 -2.315
C 0.191 1.717 1.753
H 3.868 -0.367 -3.305
H -2.630 6.521 0.179
H 3.802 -2.664 -4.356
H 1.742 -6.413 3.326
H -1.043 -5.450 0.531
H -4.239 1.829 -1.011
H -1.652 3.464 -3.034
H 0.573 -7.624 -0.595
H 5.469 -1.890 -2.606
H -2.219 5.313 -1.950
H 2.393 -4.445 2.030
H 2.463 -3.247 -1.206
H 0.769 5.306 -0.025
H 4.537 -2.543 -1.273
H 0.069 -6.368 2.862
H 2.737 -3.255 -3.136
H -2.792 2.018 -2.918
H -1.460 -0.909 0.548
H -3.295 3.621 -3.346
H 2.250 -6.990 0.968
H -1.272 6.096 2.274
H 0.240 5.169 2.072
H -4.901 3.386 -1.051
H -0.267 5.754 -1.291
H -3.938 5.100 -1.548
H -0.536 -7.735 0.803
H 2.771 1.094 -2.866
H -0.241 -5.568 -1.081
H -3.989 2.936 0.353
H -3.242 5.026 0.963
H -1.382 4.269 2.479
H -0.179 6.902 0.083
H 0.723 -4.133 2.598
H 1.494 -8.141 1.810
*
```

Properties
ΔE to the lowest compared entry with this formula, charge and spin = 0.000 eV
<S²> = 3.83
largest force on an atom = 2.99 eV/A
LUMO level (alpha / beta) = -6.13 / -5.90 eV

Entry 10:
# H10O4S

5 unconnected molecules or ions with the total composition H10O4S (ωB97M-V/def2-TZVPD, the OMol25 dataset).

```
! wB97M-V def2-TZVPD RIJCOSX def2/J DEFGRID3
* xyz 1 2
S 0.675 3.239 0.142
O -2.347 -0.194 -0.074
O -0.911 -2.451 1.172
O 2.065 -2.675 -0.060
O 0.043 -0.564 -1.430
H -0.196 -2.863 0.667
H 1.936 -2.530 0.877
H 1.563 -2.012 -0.514
H -1.150 -3.023 1.894
H -1.925 -1.077 0.083
H 0.556 0.151 -1.861
H -0.496 2.791 0.760
H -3.195 -0.526 -0.419
H -0.860 -0.350 -1.711
H 1.452 3.906 1.047
*
```

Properties
ΔE to the lowest compared entry with this formula, charge and spin = 1.022 eV
<S²> = 0.75
largest force on an atom = 1.65 eV/A
LUMO level (alpha / beta) = -5.29 / -10.57 eV

Which formula does entry 5 have?
CH6BN